i | Here is an isolated ion of composition C4H12N3 and charge +1 from the OMol25 dataset. Energies are from wB97M-V/def2-TZVPD.

HOMO level (eV): -12.72
SMILES: N/C=C(\[NH3+])CCN
Net charge: +1
HOMO-LUMO gap (Eh): 0.3379
E_LUMO (hartree): -0.1295

Last column: Mulliken charge in e.
Positions of all 19 atoms, in Å:
N 1.8601 -0.5152 2.2120  -0.66
C 0.7436 -0.2025 1.3519  -0.07
C 0.6581 0.1520 0.0469  0.10
N 1.8989 -0.1753 -0.7004  -0.23
C -0.4702 0.7121 -0.7498  -0.83
C -1.7391 -0.3007 -0.7214  -0.48
N -2.8637 0.4807 -1.3245  -0.57
H 2.1806 -1.5173 2.3401  0.27
H 1.5379 -0.2564 3.1614  0.32
H -0.2617 -0.1801 1.7531  0.30
H 2.3140 0.6550 -1.1726  0.37
H 2.4598 -0.6129 0.0308  0.37
H 1.8791 -0.8195 -1.5004  0.35
H -0.2876 1.0811 -1.8144  0.35
H -0.9122 1.5028 -0.1607  0.33
H -1.4311 -1.0316 -1.5259  0.29
H -2.0075 -0.6310 0.2608  0.35
H -3.2263 1.1779 -0.6598  0.21
H -3.6663 -0.0648 -1.5877  0.23


ii | Here is a 2-piece molecular cluster, C4H12N3 overall from the OMol25 dataset. Energies are from wB97M-V/def2-TZVPD.

HOMO level (eV): -13.96
Net charge: +1
HOMO-LUMO gap (Eh): 0.4028
E_LUMO (hartree): -0.1101

Last column: Mulliken charge in e.
Positions of all 19 atoms, in Å:
N 0.6613 -1.1643 1.8882  -0.65
C 1.9372 -0.5573 1.8405  -0.11
N 2.0910 0.5330 1.2188  -0.48
H 0.0137 -0.4241 2.1556  0.28
H 0.6419 -1.8719 2.6125  0.25
H 2.7534 -1.0905 2.3326  0.38
H 3.0201 0.9008 1.4171  0.25
C -1.9073 1.9266 -1.3012  -1.23
C -0.9478 0.8903 -0.8911  0.06
C -0.9682 -0.3448 -1.3903  -0.31
N 0.0499 -1.3146 -0.9436  -0.12
H -2.5015 1.6511 -2.1712  0.34
H -2.5520 2.3173 -0.5109  0.31
H -1.3989 2.8514 -1.6061  0.32
H -0.2054 1.0569 -0.1128  0.36
H -1.7105 -0.7619 -2.0530  0.29
H 0.2003 -1.2684 0.0938  0.25
H -0.1499 -2.2564 -1.2617  0.39
H 0.9729 -1.0731 -1.3173  0.41


iii | Here is an isolated ion of composition C4H12N3 and charge +1 from the OMol25 dataset. Energies are from wB97M-V/def2-TZVPD.

HOMO level (eV): -14.21
SMILES: N/C=[NH+]\CCCN
Net charge: +1
HOMO-LUMO gap (Eh): 0.3412
E_LUMO (hartree): -0.1810

Last column: Mulliken charge in e.
Positions of all 19 atoms, in Å:
N 1.5552 -0.0133 1.2348  -0.19
C 0.6939 -1.0438 1.4235  0.05
N -0.3254 -1.3981 0.5354  -0.45
C 0.1265 -1.0822 -0.9828  -0.61
C -0.1285 0.3993 -1.6230  -0.51
C -1.2007 1.2437 -0.9803  -0.56
N -0.6745 1.3041 0.4041  -0.67
H 2.1625 0.2269 1.9939  0.31
H 1.0465 0.6876 0.7224  0.24
H 1.0097 -1.6767 2.2564  0.40
H -1.1796 -0.7177 0.4403  0.42
H -0.5159 -1.6893 -1.6292  0.38
H 1.2095 -1.2274 -0.9073  0.39
H -0.1782 0.1891 -2.6685  0.48
H 0.8365 0.9796 -1.5319  0.26
H -2.3634 0.9340 -1.1084  0.26
H -1.1443 2.2998 -1.5002  0.32
H -0.3450 2.2841 0.6307  0.30
H -1.3726 1.3590 1.0569  0.17


iv | Here is an isolated ion of composition C4H12N3 and charge +1 from the OMol25 dataset. Energies are from wB97M-V/def2-TZVPD.

HOMO level (eV): -14.28
SMILES: N/C=[NH+]\CCCN
Net charge: +1
HOMO-LUMO gap (Eh): 0.4125
E_LUMO (hartree): -0.1124

Last column: Mulliken charge in e.
Positions of all 19 atoms, in Å:
N -1.5602 0.7896 -0.9485  -0.24
C -0.5777 1.6604 -0.8965  0.07
N 0.4329 1.6666 -0.0652  -0.10
C 0.7210 0.6594 0.9724  -0.93
C 1.3618 -0.6783 0.5697  -0.60
C 0.4736 -1.9290 0.6130  -0.68
N -0.7166 -1.7490 -0.2108  -0.64
H -2.4154 1.1213 -1.3656  0.25
H -1.3909 -0.1439 -0.5017  0.36
H -0.5450 2.4302 -1.6712  0.36
H 0.9757 2.5184 -0.0024  0.27
H 1.3289 1.1840 1.6997  0.43
H -0.2277 0.4621 1.4837  0.47
H 1.8241 -0.5671 -0.4172  0.40
H 2.2406 -0.7760 1.2002  0.37
H 1.1444 -2.7470 0.3413  0.33
H 0.1999 -2.0550 1.6593  0.38
H -1.4370 -2.4526 -0.0826  0.23
H -0.4467 -1.9456 -1.1716  0.28


Energy ordering: iv at the bottom, the next structure 1.075 eV above.


i | Here is C4H12N3 as an isolated structure from the OMol25 dataset. Energies are from wB97M-V/def2-TZVPD.

HOMO level (eV): -12.25
Net charge: +1
HOMO-LUMO gap (Eh): 0.3324
E_LUMO (hartree): -0.1179

Last column: Mulliken charge in e.
Positions of all 19 atoms, in Å:
C -0.9660 0.9290 0.9613  -0.64
C -1.4040 0.2986 -0.3473  0.14
C 0.3776 0.5633 0.3267  -0.23
C -1.8330 -1.0642 -0.3961  -1.49
N 1.2023 1.4874 -0.4545  -0.18
N 1.1894 -0.4512 0.8139  -0.22
N 2.0259 -1.0640 -0.2256  -0.65
H -1.2273 1.9042 1.1572  0.35
H -1.2547 0.4126 1.8751  0.30
H -1.7266 0.9166 -1.1792  0.44
H -1.9861 -1.4538 -1.3360  0.41
H -2.7065 -1.2200 0.1635  0.35
H -1.1256 -1.7154 0.0414  0.34
H 1.8555 0.7656 -0.8208  0.45
H 1.6522 2.3667 0.0473  0.39
H 0.7618 -1.1991 1.3612  0.33
H 2.8796 -1.4874 0.1763  0.26
H 0.7102 1.8566 -1.2932  0.39
H 1.5755 -1.8456 -0.8712  0.27


ii | Here is a 2-piece molecular cluster, C4H12N3 overall from the OMol25 dataset. Energies are from wB97M-V/def2-TZVPD.

HOMO level (eV): -14.66
Net charge: +1
HOMO-LUMO gap (Eh): 0.3841
E_LUMO (hartree): -0.1546

Last column: Mulliken charge in e.
Positions of all 19 atoms, in Å:
C -1.4245 -0.5348 -1.8736  -0.18
C 1.3029 -1.7461 0.9492  -1.12
C -1.4511 1.0670 1.2299  -0.86
C 0.2104 0.7292 -0.5783  0.62
N -0.8298 0.4257 -1.3024  -0.43
N 1.3672 0.9382 -1.1647  -0.36
N -0.0483 1.1518 0.7007  -0.21
H -1.0286 -1.5774 -2.0660  0.30
H -2.2439 -0.1049 -2.4382  0.30
H 2.0881 -1.7761 0.2541  0.33
H 1.4705 -2.7691 1.3691  0.34
H 0.3559 -1.4933 0.7044  0.20
H -1.7188 1.9717 1.6183  0.35
H -2.1493 0.6979 0.4668  0.30
H -1.5175 0.3775 2.0499  0.33
H 2.0869 1.5597 -0.7944  0.26
H 1.2524 1.0723 -2.1423  0.28
H 0.7435 1.0252 1.2999  0.29
H 1.5341 -1.0146 1.7177  0.27


Energy ordering: ii at the bottom, the next structure 1.791 eV above.


i | Here is C4H12N3 as an isolated structure from the OMol25 dataset. Energies are from wB97M-V/def2-TZVPD.

HOMO level (eV): -13.60
Net charge: +1
HOMO-LUMO gap (Eh): 0.2399
E_LUMO (hartree): -0.2600

Last column: Mulliken charge in e.
Positions of all 19 atoms, in Å:
C 0.6845 0.8300 1.4163  -0.43
C -0.6275 0.6605 1.9931  0.14
C -1.7611 1.3545 1.6738  -0.78
H 0.7513 0.0687 0.5540  -0.18
H 0.7934 1.8233 0.9350  0.34
H 1.4899 0.7652 2.1986  0.37
H -0.7357 -0.1198 2.8082  0.28
H -2.6294 1.1340 2.2307  0.28
H -1.7379 2.0919 0.9262  0.29
N -0.9219 -0.6274 -1.1633  -0.47
C 0.5400 -0.7633 -1.0347  0.27
N 0.6935 -2.2649 -0.9683  -0.55
N 1.3939 0.3895 -2.1879  -0.49
H -0.9761 0.3477 -1.5194  0.29
H -1.2458 -1.2307 -1.8963  0.30
H -0.0519 -2.5223 -0.2945  0.35
H 0.4417 -2.5327 -1.9445  0.36
H 1.7657 0.8878 -1.4145  0.32
H 2.1335 -0.2921 -2.3125  0.31


ii | Here is a 2-piece molecular cluster, C4H12N3 overall from the OMol25 dataset. Energies are from wB97M-V/def2-TZVPD.

HOMO level (eV): -12.24
Net charge: +1
HOMO-LUMO gap (Eh): 0.3361
E_LUMO (hartree): -0.1137

Last column: Mulliken charge in e.
Positions of all 19 atoms, in Å:
C -1.3732 -0.5765 -0.1225  -0.18
C -2.3141 -0.4351 -1.0613  -0.32
N -2.9492 -1.3314 -1.9383  -0.51
N -0.8217 0.5893 0.5421  -0.19
H -0.8227 -1.5092 0.0524  0.37
H -2.8150 0.5523 -1.1385  0.24
H -2.9136 -0.9672 -2.8846  0.29
H -2.5024 -2.2723 -1.9965  0.27
H 0.1337 0.6860 0.2294  0.30
H -0.7521 0.5786 1.5731  0.38
H -1.3765 1.3811 0.1664  0.34
C 1.8709 -0.4146 0.0438  -0.91
C 2.0447 0.2808 1.2153  0.08
N 2.9208 1.3571 1.3310  -0.41
H 2.4885 -0.1589 -0.8496  0.24
H 1.1452 -1.2052 0.0029  0.29
H 1.2937 0.2578 2.0247  0.28
H 3.6293 1.5270 0.5681  0.21
H 3.1137 1.6604 2.2422  0.21


Energy ordering: ii at the bottom, the next structure 4.370 eV above.


i | Here is an isolated ion of composition C4H7N2 and charge +1 from the OMol25 dataset. Energies are from wB97M-V/def2-TZVPD.

HOMO level (eV): -14.60
SMILES: [NH3+][C@H]1C=CC=N1
Net charge: +1
HOMO-LUMO gap (Eh): 0.3585
E_LUMO (hartree): -0.1780

Last column: Mulliken charge in e.
Positions of all 13 atoms, in Å:
N 1.6291 0.4326 0.2193  -0.47
C 0.0487 0.2742 -0.5850  0.33
C -0.6964 -1.0291 -0.2490  -0.53
C -1.9523 -0.6629 0.0780  -0.09
C -1.8612 0.8292 0.2429  -0.31
N -0.7383 1.3185 -0.1281  -0.48
H 2.3590 -0.1741 -0.3230  0.38
H 1.5195 0.2467 1.1449  0.29
H 1.5998 1.4780 -0.1247  0.42
H 0.2154 0.4662 -1.6575  0.37
H -0.3677 -2.0586 -0.2362  0.36
H -2.6977 -1.4493 0.3645  0.36
H -2.6699 1.3962 0.7055  0.39


ii | Here is an isolated ion of composition C4H7N2 and charge +1 from the OMol25 dataset. Energies are from wB97M-V/def2-TZVPD.

HOMO level (eV): -14.13
SMILES: C#CCC(N)=[NH2+]
Net charge: +1
HOMO-LUMO gap (Eh): 0.3864
E_LUMO (hartree): -0.1329

Last column: Mulliken charge in e.
Positions of all 13 atoms, in Å:
C -2.6788 -0.1772 0.9394  0.21
C -1.7595 -0.4353 0.1968  -0.44
C -0.5108 -0.6184 -0.6105  -0.87
C 0.8245 0.1594 -0.0483  0.72
N 1.5798 -0.3569 0.8499  -0.32
N 1.1210 1.1694 -0.7916  -0.37
H -3.6509 -0.0312 1.3769  0.44
H -0.3984 -1.7194 -0.6028  0.32
H -0.5590 -0.4373 -1.7707  0.31
H 1.1516 -1.0680 1.3777  0.26
H 2.4936 -0.0142 1.1587  0.25
H 0.5856 1.5650 -1.5072  0.23
H 1.8012 1.9640 -0.5684  0.28


Energy ordering: ii at the bottom, the next structure 0.331 eV above.


i | Here is C4H7N2 as an isolated structure from the OMol25 dataset. Energies are from wB97M-V/def2-TZVPD.

HOMO level (eV): -13.99
Net charge: +1
HOMO-LUMO gap (Eh): 0.3522
E_LUMO (hartree): -0.1621

Last column: Mulliken charge in e.
Positions of all 13 atoms, in Å:
C -2.5935 0.3454 -0.0977  -0.42
C -2.8003 -0.6183 -0.7898  -0.29
C 1.6245 0.3104 -0.5887  -0.26
C 0.7804 -0.2710 1.0950  0.02
N 0.9904 -0.8765 -0.1427  -0.18
N 1.4339 0.8238 0.7459  -0.25
H -2.4707 1.1662 0.6455  0.37
H -3.2430 -1.5164 -1.1515  0.35
H 2.5901 0.3781 -1.0851  0.29
H 1.0422 0.8916 -1.2337  0.31
H 0.2591 -0.6254 1.9433  0.41
H 1.0821 -1.8748 -0.3984  0.30
H 1.3048 1.8670 1.0578  0.35


ii | Here is a 2-piece molecular cluster, C4H7N2 overall from the OMol25 dataset. Energies are from wB97M-V/def2-TZVPD.

HOMO level (eV): -15.93
Net charge: +1
HOMO-LUMO gap (Eh): 0.3825
E_LUMO (hartree): -0.2030

Last column: Mulliken charge in e.
Positions of all 13 atoms, in Å:
C 2.8741 0.4462 -0.1551  0.21
C 0.3032 0.4412 0.1242  -0.09
C -2.0558 -0.2418 -0.2937  -1.20
C -0.7171 -0.5888 0.3574  -0.24
N 2.5991 -0.7760 -0.0978  -0.39
N 1.5331 0.2137 -0.0406  0.23
H 3.8754 1.6986 -0.1359  0.45
H -0.0060 1.4837 0.0941  0.40
H -2.3621 0.7710 -0.0451  0.36
H -1.9918 -0.3320 -1.3746  0.34
H -2.8217 -0.9240 0.0608  0.33
H -0.8638 -0.6128 1.4472  0.29
H -0.3666 -1.5789 0.0589  0.31


iii | Here is an isolated ion of composition C4H7N2 and charge +1 from the OMol25 dataset. Energies are from wB97M-V/def2-TZVPD.

HOMO level (alpha / beta) (eV): -15.14 / -15.14
SMILES: C1#[N+]CCNC1
Net charge: +1
HOMO-LUMO gap (alpha / beta) (Eh): 0.3397 / 0.3397
E_LUMO (alpha / beta) (hartree): -0.2167 / -0.2167

Last column: Mulliken charge in e.
Positions of all 13 atoms, in Å:
C -1.2212 1.3137 0.0148  0.39
N -0.1252 1.7584 -0.0272  -0.11
C 1.0703 1.1356 -0.1176  -0.38
C 0.7453 -0.4073 0.2288  -0.53
N -0.6166 -0.7414 -0.2959  -0.31
C -1.8156 -0.0440 0.0782  -0.32
H 1.7051 1.4983 0.6754  0.35
H 1.3440 1.0738 -1.1961  0.31
H 1.3720 -1.0470 -0.4312  0.35
H 0.8207 -0.4285 1.3568  0.31
H -0.5132 -0.9706 -1.3319  0.33
H -2.2278 -0.2072 1.1424  0.24
H -2.4977 -0.2170 -0.6469  0.36


iv | Here is a 2-piece molecular cluster, C4H7N2 overall from the OMol25 dataset. Energies are from wB97M-V/def2-TZVPD.

HOMO level (eV): -12.73
Net charge: +1
HOMO-LUMO gap (Eh): 0.3040
E_LUMO (hartree): -0.1638

Last column: Mulliken charge in e.
Positions of all 13 atoms, in Å:
C -2.0760 0.0817 0.0453  0.14
C -2.0766 -1.1426 -0.4831  -0.38
C -1.1909 -1.7686 0.5230  -0.19
C 0.9967 1.0353 0.1869  -0.23
N 1.4909 0.7927 -0.9633  -0.12
N -0.8515 -0.3619 0.4643  -0.28
H -2.7709 0.9586 -0.0536  0.35
H -1.5521 -2.0745 1.4690  0.25
H -0.4719 -2.5004 0.1001  0.24
H 0.2925 1.7750 0.1949  0.28
H 1.2322 0.4989 0.9943  0.36
H 2.2217 0.1119 -1.1347  0.28
H 1.1523 1.3787 -1.7263  0.29


Energy ordering: iii at the bottom, the next structure 0.654 eV above.